[1]
61
Properties=species:S:1:pos:R:3 method="wB97M-V/def2-TZVPD" homo_ev="-2.9 / -2.2" multiplicity=5 s_squared=6.26 charge=-1 homo_lumo_gap_ev="5.7 / 4.9"
Mn -0.16088 -0.02331 0.94888
Cl -2.13406 -0.30106 1.86222
N -0.09292 2.08470 0.40039
N -0.14241 -2.16608 0.43675
C -0.95662 2.81038 -0.26516
C -0.88794 -2.92919 -0.31202
C 1.01600 2.99198 0.79988
C 0.33492 4.35729 0.72907
C 2.15092 3.01257 -0.21163
C 1.53428 2.67237 2.18046
H 1.76870 3.28291 -1.20351
H 2.64346 2.04165 -0.25718
H 2.86574 3.79185 0.09117
H 0.70961 2.59809 2.89588
H 2.20281 3.48423 2.49670
H 2.08772 1.72883 2.19443
C 0.71624 -3.02810 1.28855
C 0.44260 -4.41713 0.73283
C 0.28139 -2.85487 2.71968
C 2.18656 -2.69009 1.10619
H 2.47601 -2.97186 0.08239
H 2.76296 -3.27830 1.83286
H 2.37828 -1.62159 1.22285
H -0.77537 -3.14651 2.80227
H 0.35800 -1.60948 3.07310
H 0.95874 -3.41171 3.37394
O -0.59041 -4.23121 -0.28786
H 0.05956 -5.10770 1.48967
H 1.31853 -4.86808 0.24708
O -0.78314 4.13286 -0.18031
H 0.95154 5.15379 0.30436
H -0.06204 4.67915 1.70273
C -2.07599 2.36051 -1.14970
C -2.01501 -2.54937 -1.22008
C -1.67316 -1.29430 -1.95968
H -2.88714 -2.35821 -0.57587
H -2.21985 -3.39511 -1.88312
C -2.06753 -0.09493 -1.39333
C -1.70774 1.12834 -1.93270
H -2.65516 -0.11363 -0.46417
C -0.99156 1.15790 -3.13822
C -0.59964 -0.05272 -3.71837
C -0.59977 2.46377 -3.76676
C -0.93670 -1.28531 -3.15192
H 0.00467 -0.03630 -4.62621
C -0.46837 -2.57211 -3.76438
H -0.02567 -2.37882 -4.74911
H -1.28594 -3.29655 -3.88939
H 0.30003 -3.05426 -3.13915
H -1.44565 3.16263 -3.84095
H -0.20610 2.29092 -4.77709
H 0.19121 2.96851 -3.18774
H -2.35378 3.19103 -1.80509
H -2.91452 2.12077 -0.48034
F 1.59620 -0.00139 0.27701
C 0.53011 -0.36024 3.01671
F 1.90747 -0.24841 3.04409
C -0.08760 0.35126 4.18065
F 0.82550 0.82436 5.09397
F -0.86371 1.43324 3.84117
F -0.89339 -0.52795 4.86312



[2]
58
Properties=species:S:1:pos:R:3 method="wB97M-V/def2-TZVPD" relative_energy_kj_mol=13.3 homo_ev=-8.9 smiles="Cc1ccn(CCC(=O)N2CCC[C@@H](CCC(=O)NCc3ccc(F)c(F)c3)C2)n1" homo_lumo_gap_ev=9.5
C 2.71011 0.32703 -0.87662
C 2.11282 -0.30922 0.32983
N 1.47384 -1.46868 0.27285
N 1.13707 -1.77489 1.52602
C 1.52935 -0.82073 2.39115
C 2.17120 0.14743 1.65848
H 2.62343 1.04920 2.01500
H 1.33540 -0.89763 3.44145
C 0.41438 -2.98403 1.81014
H 0.85960 -3.47264 2.68285
H 0.54083 -3.63159 0.94066
C -1.07392 -2.70490 2.07644
C -1.60473 -1.67765 1.08147
O -1.75652 -0.52219 1.44531
N -1.86955 -2.07192 -0.17593
C -1.73770 -3.39866 -0.73100
H -1.53574 -4.13074 0.04812
C -0.63460 -3.41993 -1.79156
H -0.56160 -4.42034 -2.22060
C -0.94059 -2.38906 -2.87376
H -0.13468 -2.37853 -3.60960
C -1.07965 -1.00782 -2.22781
C -1.34065 0.08911 -3.26839
H -0.99206 -0.25849 -4.24374
H -2.41270 0.27669 -3.35088
C -0.62822 1.41241 -2.96423
C -1.20522 2.11362 -1.74469
O -2.14589 2.87841 -1.81321
N -0.56840 1.83925 -0.58623
H 0.12620 1.11048 -0.54513
C -0.99776 2.38134 0.68436
C 0.15880 2.95157 1.45365
C 0.24843 2.77698 2.82896
C 1.31632 3.29111 3.54169
C 2.31537 3.97881 2.87611
C 2.23545 4.15713 1.50120
C 1.16194 3.65113 0.79401
H 1.11185 3.81163 -0.27189
F 3.20559 4.82096 0.84548
F 3.36304 4.46677 3.56673
H 1.39548 3.16120 4.60933
H -0.52368 2.22697 3.34330
H -1.48682 1.60187 1.27564
H -1.73021 3.16235 0.45165
H -0.76980 2.08332 -3.81323
H 0.43988 1.23621 -2.83060
C -2.19731 -1.07749 -1.18057
H -2.33077 -0.11981 -0.67809
H -3.14089 -1.35761 -1.66240
H -0.14098 -0.80431 -1.70218
H -1.86711 -2.65054 -3.39120
H 0.31963 -3.16434 -1.32621
H -2.69394 -3.66141 -1.20241
H -1.18417 -2.24821 3.06167
H -1.64365 -3.63289 2.06239
H 2.33437 -0.14887 -1.77942
H 3.79348 0.20775 -0.85561
H 2.49566 1.39444 -0.89872



[3]
60
Properties=species:S:1:pos:R:3 method="wB97M-V/def2-TZVPD" relative_energy_kj_mol=0.0 homo_ev=-7.8 smiles=OCCN(CCCn1c(C(F)(F)F)nc2ccccc21)c1nc(CN2CCCCC2)cs1 homo_lumo_gap_ev=8.3
O 3.75959 4.74909 -2.17654
C 2.99895 3.68120 -1.67904
H 2.79392 3.03729 -2.53672
C 1.66828 4.15322 -1.05814
N 0.88470 3.06809 -0.53137
C 0.10819 2.30637 -1.33280
N -0.50129 1.24237 -0.92733
C -1.23926 0.66484 -1.91964
C -1.20020 1.30820 -3.11088
S -0.18783 2.71241 -3.02378
H -1.69078 1.05473 -4.02678
C -1.98794 -0.59750 -1.63355
N -1.24559 -1.76642 -2.08157
C 0.01206 -1.91375 -1.36779
C 0.82690 -3.05642 -1.96207
C 0.03633 -4.35648 -1.87967
C -1.30700 -4.15762 -2.57131
C -2.04200 -2.97306 -1.95267
H -2.99013 -2.81416 -2.47469
H -2.26698 -3.19135 -0.89187
H -1.14229 -3.95330 -3.63032
H -1.92368 -5.05424 -2.48387
H 0.59000 -5.17109 -2.35021
H -0.12620 -4.61788 -0.83118
H 1.04406 -2.82901 -3.00706
H 1.77097 -3.14528 -1.42215
H 0.56764 -0.97834 -1.45730
H -0.16184 -2.10213 -0.29293
H -2.19585 -0.63693 -0.54980
H -2.93790 -0.58054 -2.17554
C 1.18712 2.52137 0.77635
H 2.08182 3.00700 1.16737
H 1.38295 1.44949 0.66876
C 0.00371 2.71918 1.72814
H -0.88527 2.33559 1.22805
H -0.13745 3.78182 1.92950
C 0.19879 1.98521 3.05718
N 0.21081 0.55491 2.88051
C 1.26294 -0.31524 2.96928
N 0.95460 -1.55506 2.72248
C -0.38391 -1.54451 2.44295
C -1.24195 -2.59658 2.13229
C -2.56832 -2.29190 1.92513
C -3.04284 -0.97896 2.01891
C -2.21029 0.07640 2.32554
C -0.87030 -0.21964 2.53549
H -2.59077 1.08287 2.40248
H -4.09209 -0.79012 1.84729
H -3.26670 -3.08019 1.68592
H -0.86643 -3.60486 2.06828
C 2.63247 0.09922 3.39037
F 3.48108 -0.91788 3.44249
F 2.62941 0.67482 4.61337
F 3.18146 1.02385 2.57105
H 1.13459 2.29518 3.52599
H -0.62350 2.23474 3.73598
H 1.87154 4.85631 -0.24336
H 1.08712 4.67552 -1.82370
H 3.56569 3.10267 -0.93486
H 3.99892 5.33647 -1.45067